{"formula": "C29H79N6O11Zn", "method": "ωB97M-V/def2-TZVPD", "species": ["Zn", "O", "C", "O", "O", "H", "C", "C", "C", "O", "H", "H", "H", "H", "H", "H", "H", "H", "C", "C", "C", "O", "C", "N", "H", "H", "H", "H", "H", "H", "H", "H", "H", "H", "H", "C", "C", "C", "O", "C", "N", "H", "H", "H", "H", "H", "H", "H", "H", "H", "H", "H", "C", "C", "C", "O", "C", "N", "H", "H", "H", "H", "H", "H", "H", "H", "H", "H", "H", "C", "C", "C", "O", "C", "N", "H", "H", "H", "H", "H", "H", "H", "H", "H", "H", "H", "C", "C", "C", "O", "C", "N", "H", "H", "H", "H", "H", "H", "H", "H", "H", "H", "H", "C", "C", "C", "O", "C", "N", "H", "H", "H", "H", "H", "H", "H", "H", "H", "H", "H", "C", "O", "H", "H", "H", "H"], "coordinates": [[1.9931, -0.7432, 0.2253], [-1.6734, 1.3380, -0.3867], [-0.7354, 0.9095, 0.5278], [-0.9265, 1.2303, 1.7105], [0.2148, 0.2208, 0.0588], [-2.2533, 1.7919, 0.2545], [-4.0230, -0.9118, -2.1856], [-4.8543, -2.1396, -1.8800], [-6.3416, -1.7956, -1.8971], [-4.6192, -3.1470, -2.8627], [-4.4311, -0.3718, -3.0408], [-2.9731, -1.2012, -2.2620], [-3.9561, -0.2109, -1.3445], [-4.6531, -2.4913, -0.8673], [-6.5204, -0.9272, -1.2513], [-6.9554, -2.5983, -1.4897], [-6.7033, -1.5612, -2.8988], [-4.5560, -2.7162, -3.7202], [3.9659, -2.6957, -2.3457], [2.7598, -1.8650, -2.7625], [2.1079, -2.3518, -4.0276], [1.9819, -3.7606, -3.9316], [1.5876, -4.3649, -5.1315], [1.7986, -1.6298, -1.6694], [4.5772, -2.1541, -1.6256], [4.5838, -2.8345, -3.2364], [3.7000, -3.6976, -2.0146], [3.1857, -0.8998, -3.0685], [2.7572, -2.1475, -4.8914], [1.1216, -1.9057, -4.1989], [0.6367, -3.9598, -5.4987], [1.4379, -5.4220, -4.9325], [2.3578, -4.2162, -5.8961], [1.0845, -0.9477, -2.0047], [1.2089, -2.4566, -1.5590], [0.9496, 1.8874, -3.1173], [-0.2103, 1.1082, -3.6977], [-0.0161, 0.7035, -5.1325], [0.0204, 1.8346, -5.9606], [1.1315, 1.8712, -6.8209], [-0.5778, -0.0556, -2.8596], [1.8627, 1.2819, -3.1027], [0.7143, 2.2076, -2.0982], [1.1082, 2.8073, -3.6791], [-1.0811, 1.7817, -3.6522], [-0.7779, -0.0029, -5.4944], [0.9085, 0.1076, -5.2261], [1.2047, 0.9692, -7.4358], [2.0872, 1.9657, -6.2733], [1.1128, 2.7744, -7.4278], [-1.3221, -0.6030, -3.2681], [-0.8881, 0.3509, -1.9909], [2.4675, 2.5441, 3.2114], [3.0792, 1.2287, 2.7152], [3.8540, 0.6560, 3.8635], [4.4300, -0.5908, 3.4893], [4.9895, -1.2739, 4.5964], [1.9743, 0.3308, 2.2940], [1.9324, 3.1107, 2.4504], [3.2036, 3.1894, 3.6965], [1.7215, 2.3022, 3.9743], [3.6971, 1.5165, 1.8616], [3.2027, 0.5318, 4.7327], [4.6696, 1.3461, 4.1119], [5.0816, -2.3403, 4.3985], [4.3397, -1.1152, 5.4615], [5.9973, -0.9178, 4.8318], [1.6139, -0.2206, 3.0843], [1.1316, 0.8916, 2.1361], [-1.3136, -1.2830, 6.7305], [-0.8755, -0.8802, 5.3089], [-1.1518, 0.5599, 5.0419], [-0.5510, 1.4067, 6.0273], [-0.8645, 2.7641, 5.8235], [0.5536, -1.2490, 5.1232], [-1.4478, -2.3556, 6.8589], [-2.2791, -0.8160, 6.9591], [-0.6384, -0.8949, 7.4956], [-1.5653, -1.4619, 4.6909], [-2.2340, 0.7327, 5.1052], [-0.7522, 0.9115, 4.0868], [-0.0647, 3.3488, 6.2823], [-1.8237, 3.0317, 6.2745], [-0.8661, 3.0605, 4.7661], [0.6371, -2.2563, 5.2669], [1.0103, -0.9255, 5.9782], [4.2612, -4.0185, 1.9322], [3.2523, -3.1629, 1.1926], [1.8983, -3.1294, 1.8945], [0.9896, -2.3807, 1.1129], [-0.3739, -2.6741, 1.4054], [3.6396, -1.7375, 1.0753], [4.3398, -3.7044, 2.9744], [5.2407, -3.9772, 1.4604], [3.9155, -5.0537, 1.9254], [3.0521, -3.5929, 0.2105], [1.9351, -2.7927, 2.9376], [1.5564, -4.1731, 1.9642], [-1.0013, -2.0079, 0.8243], [-0.5496, -2.5712, 2.4792], [-0.5808, -3.7151, 1.1405], [4.5567, -1.5697, 0.6626], [3.7955, -1.3690, 2.0267], [-4.3749, 5.3230, -1.9250], [-3.4686, 4.2497, -2.4551], [-2.0146, 4.6056, -2.5421], [-1.8456, 5.8768, -3.1119], [-0.5016, 6.2554, -3.1396], [-3.6708, 3.0005, -1.6796], [-4.1865, 5.4989, -0.8643], [-5.4215, 5.0643, -2.0679], [-4.1902, 6.2735, -2.4327], [-3.7933, 3.9473, -3.4595], [-1.4683, 3.8587, -3.1374], [-1.5605, 4.6387, -1.5322], [-0.0432, 6.1905, -2.1378], [-0.4106, 7.2832, -3.4741], [0.0787, 5.5693, -3.7748], [-4.3328, 2.3870, -2.1256], [-2.8125, 2.5130, -1.4631], [-3.8610, -1.0111, 2.5137], [-3.7466, 0.3230, 2.0525], [-4.3021, -1.6292, 1.7296], [-2.8914, -1.4401, 2.7832], [-4.5146, -1.0476, 3.3894], [-2.8665, 0.6610, 2.2484]], "forces_ev_per_a": [[-0.4790, -0.0654, 0.9644], [0.6605, -0.2079, 1.3705], [0.1842, -0.0625, 0.3155], [0.2493, -0.1991, -0.2369], [-0.0168, 0.0468, -0.7580], [-0.5891, 0.1342, -0.6899], [0.5706, 0.1972, 1.0209], [-1.2155, 0.6914, -0.6093], [-0.1954, 0.3772, 0.6158], [0.4824, -0.4281, 0.5937], [0.3448, -0.0672, -0.2283], [-0.0811, -0.1040, -0.6749], [-0.5736, -0.0219, 0.0024], [0.4880, -0.5395, -0.2678], [-0.0208, -0.0086, -0.1378], [0.1003, -0.1698, -0.1550], [0.1229, 0.0206, -0.0611], [-0.0803, 0.0483, 0.0012], [-0.0669, -0.0894, -0.5891], [0.7452, 0.9900, -0.1403], [0.0202, -1.3203, -0.4635], [-0.1760, 0.1414, 0.6350], [-0.2516, -0.0083, -0.2781], [-0.7384, 0.6798, -0.0194], [-0.0866, -0.1316, 0.2024], [0.0470, -0.0235, 0.0739], [-0.0362, 0.0710, 0.2041], [-0.2757, 0.1919, 0.4224], [-0.0364, 0.3004, 0.0788], [0.0999, 0.1769, 0.0716], [0.0403, 0.0685, -0.0111], [0.1410, -0.0682, -0.0589], [-0.0609, -0.1233, -0.0853], [0.0751, -0.1940, -0.2994], [0.3329, -0.1589, 0.1883], [-0.0037, -0.0847, 0.2466], [-1.5105, 0.1838, 0.3436], [0.5719, -0.8286, -0.3996], [0.0410, 0.3051, -0.0487], [0.9130, 0.1537, 0.1327], [1.3557, 0.1579, -0.2388], [0.0460, 0.1133, -0.0247], [0.0446, -0.1736, 0.0340], [0.1362, -0.1272, -0.1987], [0.1647, 0.1277, -0.4255], [-0.3348, 0.2624, 0.2353], [0.1259, 0.3219, 0.0855], [-0.1448, 0.1223, -0.1819], [-0.2551, -0.2431, 0.1950], [-0.5096, -0.1475, -0.1719], [-0.1510, 0.2105, -0.0942], [-0.3052, -0.3951, 0.2199], [-0.2539, 0.0341, 0.6972], [-1.2435, 1.0612, 0.2258], [0.9074, -0.0528, -0.4369], [-0.1439, -0.2526, 0.1312], [0.1675, 0.1200, 0.4072], [-0.4144, 0.0879, -0.3517], [0.2115, -0.1017, -0.2336], [0.0379, 0.0379, -0.2246], [-0.0084, 0.0145, 0.0882], [0.2793, -0.6110, -0.0374], [-0.0863, -0.0510, 0.0271], [-0.1335, 0.0148, 0.1811], [-0.2039, 0.0601, -0.2091], [0.1374, -0.2123, 0.1138], [-0.0979, 0.2089, -0.0187], [0.5723, -0.2291, 0.0392], [0.1754, 0.1582, -0.2869], [-0.6161, 0.7869, 0.2633], [-0.0426, -1.0815, 1.4254], [0.1097, 1.4097, 0.3028], [0.2686, -0.5906, -0.0549], [0.4072, 0.3902, 0.0258], [-0.0595, -0.1567, -0.0332], [0.2282, -0.0759, -0.1314], [0.0071, -0.1502, -0.0431], [0.1433, -0.0993, -0.1074], [0.5526, 0.0267, -0.6461], [-0.0515, -0.1522, -0.3758], [-0.3237, -0.3937, -0.3107], [-0.1761, -0.0130, 0.2123], [-0.0379, -0.0251, -0.0493], [-0.1410, -0.2921, -0.0388], [-0.2150, 0.0123, -0.3125], [0.0819, 0.4036, -0.2984], [-0.3457, -0.1156, 0.1023], [-0.3221, 0.5308, 0.2668], [0.0916, -1.5018, 0.2129], [0.0537, -0.1832, 0.1202], [-0.0209, -0.3347, 0.2266], [0.6137, 0.2842, -0.1720], [0.1054, 0.0032, -0.0571], [0.0347, 0.0192, 0.0048], [0.1352, -0.0283, 0.0156], [0.2329, 0.2315, -0.1653], [0.1374, 0.4965, -0.1264], [-0.1253, 0.1179, -0.1497], [0.0151, 0.1240, 0.0501], [-0.0942, 0.2651, -0.0443], [-0.0164, 0.0559, -0.1139], [-0.1410, -0.5367, -0.3423], [-0.3013, -0.0451, -0.1242], [0.1863, 0.9259, 0.0428], [-1.0203, -1.5783, -0.6373], [0.6512, 0.2509, 0.5629], [-0.3848, 0.2473, -0.1777], [0.5886, -0.4071, 0.3561], [0.4941, 0.4898, 0.5959], [-0.0561, -0.1556, 0.0523], [-0.0238, -0.1252, 0.0990], [-0.0699, -0.1085, -0.0755], [0.0915, 0.7327, -0.2359], [-0.0515, -0.0485, 0.0830], [-0.1244, -0.2452, -0.0247], [-0.1684, 0.0613, -0.0264], [-0.1245, -0.0059, -0.2294], [-0.0080, 0.2359, -0.1621], [0.0832, -0.1277, -0.0228], [-0.2024, 0.0359, -0.5072], [-0.0485, 0.1087, 0.0620], [0.0084, -0.0145, -0.1560], [-0.0143, 0.0049, -0.0048], [0.0059, 0.0063, -0.0159], [0.0337, -0.0824, 0.0084], [0.1547, 0.0274, 0.0639]], "lowdin_charge": [0.77, 0.04, -0.71, 0.01, -0.08, 0.12, -0.07, -0.49, -0.06, -0.05, 0.09, 0.06, 0.07, 0.13, 0.08, 0.08, 0.08, 0.09, -0.04, -0.39, -0.20, -0.20, -0.10, 0.05, 0.07, 0.10, 0.08, 0.14, 0.14, 0.11, 0.09, 0.09, 0.09, 0.05, 0.12, -0.03, -0.41, -0.22, -0.17, -0.11, 0.06, 0.07, 0.08, 0.08, 0.13, 0.13, 0.11, 0.09, 0.09, 0.09, 0.06, 0.03, -0.04, -0.38, -0.19, -0.23, -0.07, 0.06, 0.09, 0.09, 0.08, 0.14, 0.13, 0.14, 0.07, 0.09, 0.10, 0.08, 0.05, -0.06, -0.41, -0.21, -0.20, -0.11, 0.05, 0.08, 0.09, 0.08, 0.12, 0.14, 0.10, 0.09, 0.09, 0.09, 0.07, 0.07, -0.02, -0.38, -0.18, -0.27, -0.03, 0.04, 0.07, 0.09, 0.09, 0.13, 0.13, 0.14, 0.09, 0.09, 0.11, 0.11, 0.06, -0.06, -0.43, -0.22, -0.18, -0.11, 0.06, 0.08, 0.08, 0.08, 0.14, 0.11, 0.14, 0.09, 0.09, 0.08, 0.06, 0.02, -0.15, -0.12, 0.07, 0.05, 0.08, 0.03], "charge": 1, "e_lumo_ev": -2.4399, "homo_lumo_gap_ev": 8.152, "homo_energy_ev": -10.59}